Version w
The ion C4H11N2S with charge -1. Source: the Open Molecules 2025 dataset; level of theory: wB97M-V/def2-TZVPD.

Geometry as ORCA input:
```
! RIJCOSX wB97M-V def2-TZVPD def2/J DEFGRID3
* xyz -1 1
N 0.0686 -1.2243 2.6597
C 0.6281 -0.7078 1.4627
N -0.3605 -0.9284 0.4037
C -0.0139 -0.7462 -0.9838
C 0.3704 0.6715 -1.4335
C -0.7250 1.6904 -1.2264
S -0.3693 3.3290 -2.0314
H -0.5610 -1.9458 2.4802
H 0.6355 -1.1760 3.4801
H 1.5712 -1.1859 1.1467
H 0.8560 0.3640 1.4682
H -1.2043 -0.4750 0.7267
H -0.9058 -1.0365 -1.5572
H 0.7255 -1.4944 -1.2676
H 1.2826 0.9816 -0.9180
H 0.5352 0.5686 -2.5120
H -0.9047 1.9772 -0.1912
H -1.6286 1.3380 -1.7068
*
```


Version x
The ion C4H11N2S with charge -1. Source: the Open Molecules 2025 dataset; level of theory: wB97M-V/def2-TZVPD.

Geometry as ORCA input:
```
! RIJCOSX wB97M-V def2-TZVPD def2/J DEFGRID3
* xyz -1 1
N -0.8245 1.4755 -1.5424
C -1.1565 1.9861 -0.2184
N -1.8137 0.8993 0.6029
C -0.9301 0.1566 1.5040
C -0.1942 -1.0212 0.8959
C 1.2932 -0.7847 0.6628
S 1.8659 -1.4365 -0.9606
H -1.5366 0.9126 -1.9865
H 0.0237 0.8860 -1.5076
H -0.3057 2.3397 0.3496
H -1.9277 2.7529 -0.3327
H -2.4116 0.3049 0.0348
H -0.2085 0.8739 1.9319
H -1.5878 -0.0672 2.3477
H -0.7655 -1.1538 -0.0819
H -0.3670 -1.8959 1.5178
H 1.4695 0.2810 0.8274
H 1.9457 -1.3506 1.3606
*
```


Which one sits at the bottom of the stability order? version x does.


Version w
A cluster of 2 separate species, C3H6 in total. Source: the Open Molecules 2025 dataset; level of theory: wB97M-V/def2-TZVPD.

Geometry as ORCA input:
```
! RIJCOSX wB97M-V def2-TZVPD def2/J DEFGRID3
* xyz 0 1
C -1.6027 0.3672 -0.3480
C -0.8841 -0.2163 0.4705
C 1.5235 0.0564 -0.0855
H -2.5674 0.6718 -0.2049
H -1.1080 0.6435 -1.3062
H -1.1633 -0.9466 1.2277
H 1.5376 -0.0493 0.9819
H 1.5123 1.1051 -0.4374
H 1.7159 -0.8130 -0.6830
*
```


Version x
A cluster of 2 separate species, C3H6 in total. Source: the Open Molecules 2025 dataset; level of theory: wB97M-V/def2-TZVPD.

Geometry as ORCA input:
```
! RIJCOSX wB97M-V def2-TZVPD def2/J DEFGRID3
* xyz 0 1
H 0.7917 1.3572 -2.0253
H 0.5059 1.0138 -1.4632
C -1.1761 -0.9863 -0.1054
C -0.1435 -0.3249 0.3473
C 0.8931 0.1915 1.0235
H -2.0645 -0.9617 0.7492
H -1.5229 -1.3811 -1.0751
H 1.5680 -0.0407 1.9857
H 1.1482 1.1322 0.5632
*
```


Which one sits at the bottom of the stability order? version w does.


Version w
A structure of composition HOSn. Source: the Open Molecules 2025 dataset; level of theory: wB97M-V/def2-TZVPD.

Geometry as ORCA input:
```
! RIJCOSX wB97M-V def2-TZVPD def2/J DEFGRID3
* xyz 1 1
Sn 0.4647 1.7537 -1.0082
O 0.0790 -0.7503 0.1541
H -0.5437 -1.0034 0.8541
*
```


Version x
A structure of composition HOSn. Source: the Open Molecules 2025 dataset; level of theory: wB97M-V/def2-TZVPD.

Geometry as ORCA input:
```
! RIJCOSX wB97M-V def2-TZVPD def2/J DEFGRID3
* xyz 1 1
Sn 1.9266 0.7745 0.8564
O -0.5851 -0.1954 -0.1938
H -1.3415 -0.5792 -0.6626
*
```


Which one sits at the bottom of the stability order? version x does.


Version w
The molecule C6H12N2O4. Source: the Open Molecules 2025 dataset; level of theory: wB97M-V/def2-TZVPD.

Geometry as ORCA input:
```
! RIJCOSX wB97M-V def2-TZVPD def2/J DEFGRID3
* xyz 0 1
C -2.3907 -1.5947 -0.3373
C -1.5427 -0.4205 0.2861
O -0.7019 -0.9404 1.3900
C -0.6588 0.0786 -0.8776
N 0.5532 -0.6175 -1.1117
C 1.8267 -0.6590 -0.6195
O 2.6079 -1.4196 -1.1740
C 2.3236 0.3387 0.5174
N 1.5673 0.5038 1.7334
C -0.3820 1.5327 -0.7619
O 0.4802 2.0553 -1.4165
O -1.1594 2.2980 0.1198
H -2.9904 -1.9549 0.4842
H -1.8327 -2.4934 -0.7744
H -3.0865 -1.1786 -1.0322
H -2.3455 0.2077 0.6213
H -0.1174 -0.2247 1.6253
H -1.1664 -0.3098 -1.8762
H 0.4578 -1.3058 -1.8356
H 3.3590 0.1126 0.7617
H 2.4994 1.2597 -0.1022
H 2.0269 0.0210 2.5385
H 1.7710 1.4615 1.9812
H -1.0986 3.2494 -0.1401
*
```


Version x
The molecule C6H12N2O4. Source: the Open Molecules 2025 dataset; level of theory: wB97M-V/def2-TZVPD.

Geometry as ORCA input:
```
! RIJCOSX wB97M-V def2-TZVPD def2/J DEFGRID3
* xyz 0 1
C 2.5369 -1.2241 -1.0411
C 2.1842 -0.1600 0.0603
N 2.7735 -0.4370 1.3432
C 0.6119 -0.1179 0.2289
O 0.0708 -1.0014 0.9492
N -0.0213 0.9244 -0.3152
C -1.3882 0.9903 -0.1728
C -2.2161 -0.1504 -0.8971
O -1.8627 -0.1175 -2.2855
C -1.7638 1.0825 1.3282
O -0.9971 1.3723 2.1857
O -3.0538 0.8370 1.6083
H 2.0838 -2.1634 -0.6140
H 2.1801 -0.9928 -2.0247
H 3.6665 -1.3720 -1.0760
H 2.5063 0.8838 -0.1805
H 2.3769 -1.3776 1.6379
H 2.5025 0.1605 2.1013
H 0.4024 1.4849 -1.0707
H -1.7208 1.9314 -0.5502
H -2.0888 -1.1168 -0.3421
H -3.1690 0.3327 -0.7062
H -2.3670 -0.8100 -2.7199
H -3.2473 1.0411 2.5531
*
```


Version y
A cluster of 2 separate species, C6H12N2O4 in total. Source: the Open Molecules 2025 dataset; level of theory: wB97M-V/def2-TZVPD.

Geometry as ORCA input:
```
! RIJCOSX wB97M-V def2-TZVPD def2/J DEFGRID3
* xyz 0 1
C 1.3071 -1.4751 1.4881
C 1.2396 -0.3819 0.3531
C 2.4479 0.4292 0.0280
N 2.6506 1.6659 0.7888
O 3.7538 2.1881 0.6827
O 1.7749 2.0492 1.4659
N 3.2887 0.0282 -0.8013
O 4.1680 0.4880 -1.5005
O 3.0272 -1.3846 -1.1367
H 1.9414 -1.0717 2.2095
H 0.2628 -1.6324 1.7453
H 1.5420 -2.4163 1.1584
H 0.4940 0.3960 0.6894
H 0.8899 -0.9085 -0.6216
H 3.8796 -1.7726 -1.3262
C -1.5201 1.8318 0.1571
C -1.6825 1.3115 -1.0645
C -2.0683 -0.1094 -1.3295
H -1.5572 1.2690 1.0937
H -1.2091 2.8334 0.2718
H -1.2776 1.9003 -1.8143
H -1.0869 -0.7499 -1.3920
H -2.5926 -0.4165 -0.4167
H -2.6635 -0.2423 -2.2270
*
```


Version z
The molecule C6H12N2O4. Source: the Open Molecules 2025 dataset; level of theory: wB97M-V/def2-TZVPD.

Geometry as ORCA input:
```
! RIJCOSX wB97M-V def2-TZVPD def2/J DEFGRID3
* xyz 0 1
H -2.8055 0.1127 1.5569
N -2.7611 -0.6898 0.9178
C -1.8269 -0.6504 0.0621
C -1.6120 -1.8594 -0.8956
O -0.9228 -2.9137 -0.2371
C -0.7475 0.3614 -0.1206
O -0.7013 0.9437 -1.4176
C 0.6555 -0.2564 0.1229
O 0.7504 -1.0987 1.2615
C 1.6529 0.9047 0.4958
O 1.2062 1.5367 1.6726
C 1.8426 2.0306 -0.5104
N 2.6614 2.0500 -1.4788
H 2.5624 2.9083 -2.0213
H -2.5809 -2.2195 -1.2809
H -1.0352 -1.5005 -1.7484
H -1.5906 -3.4198 0.2641
H -0.9242 1.0840 0.6597
H -1.6044 1.2997 -1.5733
H 0.8764 -0.8344 -0.7450
H 0.5465 -2.0057 0.9843
H 2.6391 0.4574 0.5980
H 1.0072 0.8122 2.3064
H 1.1593 2.8556 -0.2344
*
```


Which one sits at the bottom of the stability order? version y does.


Version w
A cluster of 2 separate species, C3H6OS4 in total. Source: the Open Molecules 2025 dataset; level of theory: wB97M-V/def2-TZVPD.

Geometry as ORCA input:
```
! RIJCOSX wB97M-V def2-TZVPD def2/J DEFGRID3
* xyz 0 1
S 0.2920 2.8692 0.2335
C 0.5662 1.3420 -0.1467
S 1.9735 0.5078 0.6176
S 1.6861 -1.3704 -0.2119
C -0.0799 -1.0801 -0.7655
C -0.1051 0.4073 -1.1989
S -1.8080 1.0179 -1.4366
H -0.7325 -1.2891 0.0355
H -0.2781 -1.7018 -1.5545
H 0.4161 0.6626 -2.1193
H -1.6056 2.4721 -1.5130
O -0.2447 -1.0688 2.4106
H 0.6217 -0.9592 2.7433
H -0.7018 -1.8095 2.9059
*
```


Version x
A structure of composition C3H6OS4. Source: the Open Molecules 2025 dataset; level of theory: wB97M-V/def2-TZVPD.

Geometry as ORCA input:
```
! RIJCOSX wB97M-V def2-TZVPD def2/J DEFGRID3
* xyz 0 1
C -1.4839 -0.2843 0.3682
C 0.9052 0.9782 -0.0966
C 0.4418 -0.4778 -0.1793
O -1.7188 -1.3674 1.1043
S -2.6138 0.3318 -0.9106
S -2.1643 1.3248 0.8435
S 2.5095 1.0966 -1.0440
S 1.1711 -1.6941 0.9602
H 0.0321 1.4174 -0.6722
H 1.0193 1.2919 1.0185
H 0.4101 -0.7658 -1.2671
H -2.6514 -1.5471 1.0655
H 2.4811 2.3469 -1.3793
H 1.6619 -2.6510 0.1887
*
```


Which one sits at the bottom of the stability order? version x does.


Version w
A structure of composition C3H12ClCuN6O3. Source: the Open Molecules 2025 dataset; level of theory: wB97M-V/def2-TZVPD.

Geometry as ORCA input:
```
! RIJCOSX wB97M-V def2-TZVPD def2/J DEFGRID3
* xyz 1 2
Cu 4.3713 0.6358 1.0662
Cl 1.9618 0.1986 0.5019
C -0.3334 3.8873 0.2116
O -0.5499 5.0862 0.1169
N 0.0709 3.3187 1.3843
N -0.3841 2.9735 -0.7918
H 0.0487 3.9382 2.1750
H 0.5500 2.4431 1.2856
H -0.3793 2.0020 -0.5546
H -0.5230 3.3238 -1.7234
C -2.3936 -0.9867 1.5884
O -1.8978 -1.2934 2.6727
N -3.7027 -0.9687 1.3345
N -1.5765 -0.4896 0.6171
H -4.2957 -1.3332 2.0612
H -4.1139 -0.7113 0.4565
H -1.9457 -0.5365 -0.3199
H -0.6292 -0.1993 0.7570
C 1.6854 -3.0699 -1.7407
O 1.0018 -4.0195 -2.1718
N 2.9546 -3.1953 -1.3632
N 1.2851 -1.7863 -1.7587
H 3.4225 -2.3730 -1.0181
H 3.3817 -4.1036 -1.4915
H 0.5144 -1.5377 -2.3705
H 1.4765 -1.2032 -0.9250
*
```


Version x
A structure of composition C3H12ClCuN6O3. Source: the Open Molecules 2025 dataset; level of theory: wB97M-V/def2-TZVPD.

Geometry as ORCA input:
```
! RIJCOSX wB97M-V def2-TZVPD def2/J DEFGRID3
* xyz 1 2
Cu -2.0458 -0.9624 -2.1418
Cl -1.0790 0.7408 -0.5845
C 0.0340 3.3976 -3.7928
O -0.8607 2.6706 -4.2250
N 0.2934 3.4327 -2.4588
N 0.8040 4.2588 -4.5162
H -0.3001 2.7739 -1.9920
H 0.7646 4.2495 -2.1171
H 0.8248 4.2252 -5.5197
H 1.6391 4.5404 -4.0347
C -0.0463 -3.0731 -0.2067
O -0.7298 -2.5394 -1.1173
N 0.1304 -4.4093 -0.1081
N 0.5474 -2.3386 0.7240
H 0.4468 -4.8407 0.7424
H -0.4064 -5.0098 -0.7115
H 1.0556 -2.8863 1.3979
H 0.4135 -1.3494 0.8196
C -0.7190 -0.4202 3.7669
O -1.9171 -0.6463 3.8278
N -0.1074 0.0937 2.6357
N 0.1976 -0.9252 4.6432
H 0.8733 0.2112 2.7948
H -0.7132 0.5108 1.9514
H -0.1942 -1.2293 5.5231
H 1.0944 -0.4751 4.6996
*
```


Which one sits at the bottom of the stability order? version w does.


Version w
The molecule C8H6N2O2. Source: the Open Molecules 2025 dataset; level of theory: wB97M-V/def2-TZVPD.

Geometry as ORCA input:
```
! RIJCOSX wB97M-V def2-TZVPD def2/J DEFGRID3
* xyz 0 1
O 2.0011 -1.2774 0.2265
C 1.2229 -0.3598 -0.4491
C 1.6841 0.1873 -1.6160
C 1.0154 1.1605 -2.2836
C -0.2311 1.5237 -1.9131
C -0.7428 1.0025 -0.7405
C -0.1003 0.0215 0.0155
C -0.5831 -0.6098 1.1678
N -0.0201 -1.4788 1.8730
N -0.9217 -1.7589 2.9591
C -2.0062 -0.9603 2.7995
O -1.7997 -0.2557 1.6123
H 1.5102 -1.5963 1.0872
H 2.8308 -0.1318 -2.0042
H 1.6039 1.7491 -3.0613
H -0.8027 2.3763 -2.3608
H -1.8198 1.3793 -0.5248
H -2.8409 -0.9715 3.2126
*
```


Version x
A cluster of 2 separate species, C8H6N2O2 in total. Source: the Open Molecules 2025 dataset; level of theory: wB97M-V/def2-TZVPD.

Geometry as ORCA input:
```
! RIJCOSX wB97M-V def2-TZVPD def2/J DEFGRID3
* xyz 0 1
C -0.3882 0.2730 0.8696
C 0.2695 1.3176 0.3188
C -0.2472 -1.1325 0.4598
C 1.3173 0.8077 -0.6631
C 0.6016 -1.5486 -0.5864
C 1.7914 -0.4071 -0.1859
C -1.7336 1.5319 -3.6298
C 0.3414 -0.8507 -1.8533
N 0.7482 0.3298 -1.7733
N 2.8257 -0.7611 0.2280
O -1.1247 2.0681 -4.4605
O -2.3396 0.8954 -2.8802
H -1.1765 0.4178 1.5512
H 0.0111 2.3856 0.3498
H -0.6187 -1.9441 1.0925
H 2.2298 1.3693 -0.8348
H 0.9033 -2.5864 -0.5101
H -0.5860 -1.1473 -2.5132
*
```


Which one sits at the bottom of the stability order? version x does.